No. 1
{"formula": "C3H10O3", "method": "ωB97M-V/def2-TZVPD", "elements": ["C", "C", "O", "O", "H", "H", "H", "H", "H", "H", "C", "O", "H", "H", "H", "H"], "coordinates": [[-2.2307, 0.1420, 0.0859], [-0.8751, 0.1142, -0.5959], [-0.1568, -1.0086, -0.4044], [-0.9516, 0.5167, -1.9166], [-2.7545, 1.0665, -0.1454], [-2.8368, -0.6865, -0.2838], [-2.1143, 0.0480, 1.1635], [-0.1622, 0.9781, 0.0082], [0.4558, -0.8102, 0.5067], [-0.6180, -0.2002, -2.4774], [1.9306, 0.0577, 0.9889], [2.7593, -0.2286, -0.1188], [1.9026, -0.7706, 1.7113], [2.4579, 0.8431, 1.5327], [0.9073, 0.7913, 0.6269], [2.2865, -0.8528, -0.6817]], "e_lumo_ha": 0.0280, "multiplicity": 1, "relative_energy_ev": 2.651, "homo_energy_ev": -9.5, "smiles": "CC(O)O.CO"}



No. 2
{"formula": "C4H7N3O", "method": "ωB97M-V/def2-TZVPD", "elements": ["C", "N", "C", "C", "C", "N", "N", "O", "H", "H", "H", "H", "H", "H", "H"], "coordinates": [[-1.0680, -1.9178, -1.0875], [-0.0777, -1.5230, -0.1601], [0.1400, -0.2559, -0.0142], [-0.3933, 0.9526, -0.6572], [0.2422, 2.0079, -0.1234], [1.2126, 1.5991, 0.7388], [1.0884, 0.2126, 0.8732], [1.4048, -0.4601, 2.0409], [-1.8703, -2.3267, -0.5016], [-1.4548, -1.0969, -1.7226], [-0.8723, -2.7868, -1.7614], [-1.2301, 0.9016, -1.3059], [-0.0630, 3.0357, -0.0576], [2.1185, 1.9772, 0.9448], [0.8230, -0.3196, 2.7938]], "e_lumo_ha": 0.0277, "multiplicity": 1, "relative_energy_ev": 4.645, "homo_energy_ev": -7.6, "smiles": "C/N=c1\\cc[nH]n1O"}